108
Properties=species:S:1:pos:R:3:forces:R:3 method="wB97M-V/def2-TZVPD" largest_force_ev_per_a=3.086 orbital_gap_ev=6.939 de_lowest_kj_mol=33.2 mol_weight_g_mol=756.91
C -7.352 0.296 -1.253 0.0 0.1 0.1
O -6.553 1.463 -1.243 -0.2 -0.4 -0.3
C -5.798 1.615 -2.439 0.8 0.5 0.5
C -4.313 1.369 -2.131 -0.3 -0.2 0.5
C -3.960 -0.101 -1.898 -0.3 -0.5 -0.7
C -4.170 -0.995 -3.144 1.1 0.4 0.2
C -2.955 -0.862 -4.116 -1.3 -0.9 -0.1
C -2.115 -2.155 -4.189 1.0 1.2 -0.3
C -1.024 -2.258 -3.101 -0.8 -0.1 0.2
C -1.472 -2.934 -1.783 1.1 -0.1 -0.4
C -0.256 -2.926 -0.816 0.0 0.0 -0.6
C -0.072 -1.606 -0.038 -0.7 -1.3 -0.5
C -0.901 -1.472 1.247 1.6 1.3 -0.3
C -0.820 -2.583 2.285 -1.0 -0.5 0.2
O -1.350 -3.825 1.866 -0.1 0.1 0.4
C -2.778 -3.885 1.911 0.1 -0.7 -0.8
O -2.257 -1.099 0.827 -0.1 0.2 1.8
S -2.855 -0.159 2.003 -1.8 2.4 0.4
O -3.642 -0.849 2.967 1.2 -1.4 0.4
O -3.567 0.958 1.492 0.4 0.1 -1.4
O -1.472 0.472 2.615 -0.9 -2.1 -0.9
C -0.419 -0.124 1.831 1.6 0.2 0.1
C 0.896 -0.094 2.632 0.0 0.4 0.0
C 2.029 0.712 1.965 0.1 0.1 1.1
C 1.971 2.227 2.216 -0.3 0.6 -1.8
C 0.794 2.859 1.423 0.1 -0.7 0.3
C 3.270 2.854 1.634 -0.5 0.2 0.4
C 3.923 3.879 2.562 1.7 0.1 0.0
C 4.236 3.349 3.946 -0.4 0.9 -0.5
C 4.748 2.162 4.218 0.3 -1.0 0.7
C 5.698 1.414 3.327 -0.6 -0.4 -0.6
C 4.400 1.497 5.548 0.8 1.1 -0.2
H -7.720 0.137 -0.239 -0.1 0.1 -0.1
H -6.776 -0.590 -1.545 0.0 0.1 0.0
H -8.199 0.413 -1.943 0.0 -0.1 0.1
H -5.887 2.665 -2.737 -0.2 -0.1 -0.2
H -6.166 0.959 -3.232 -0.1 0.2 0.0
H -3.670 1.825 -2.891 -0.1 -0.2 -0.1
H -4.121 1.899 -1.193 0.1 0.1 -0.1
H -4.533 -0.544 -1.079 0.0 0.4 0.2
H -2.902 -0.182 -1.637 -0.1 0.0 0.2
H -5.098 -0.756 -3.664 0.0 -0.1 0.1
H -4.220 -2.035 -2.812 -0.2 0.0 -0.1
H -3.360 -0.675 -5.116 0.2 0.1 0.0
H -2.355 0.007 -3.839 0.2 -0.1 -0.1
H -1.577 -2.088 -5.142 -0.1 -0.2 0.0
H -2.737 -3.051 -4.243 -0.1 0.1 0.1
H -0.630 -1.263 -2.863 -0.1 0.1 -0.2
H -0.176 -2.809 -3.519 0.0 -0.2 0.2
H -1.709 -3.965 -2.064 -0.2 0.0 0.3
H -2.351 -2.458 -1.349 0.0 0.0 0.0
H -0.237 -3.811 -0.183 -0.1 0.2 0.2
H 0.614 -3.016 -1.477 0.1 -0.1 0.1
H 0.997 -1.460 0.133 -0.1 0.1 0.5
H -0.400 -0.802 -0.703 0.1 0.1 0.1
H -1.364 -2.270 3.190 0.1 0.1 -0.1
H 0.203 -2.773 2.603 0.1 0.1 -0.4
H -3.037 -4.944 1.971 0.0 0.1 0.2
H -3.214 -3.342 2.750 0.1 0.1 -0.1
H -3.178 -3.550 0.949 -0.2 0.3 0.2
H -0.234 0.492 0.948 -0.5 0.3 0.1
H 1.281 -1.077 2.904 -0.2 -0.1 -0.2
H 0.673 0.414 3.574 0.0 -0.1 0.0
H 2.960 0.371 2.435 0.0 -0.1 -0.2
H 2.138 0.527 0.891 -0.2 -0.1 0.0
H 1.822 2.481 3.267 0.3 -0.3 0.1
H 0.859 2.465 0.401 -0.1 0.2 0.0
H 0.853 3.948 1.388 0.0 0.0 0.2
H -0.168 2.549 1.837 -0.1 0.3 -0.1
H 3.018 3.380 0.706 0.0 -0.1 0.0
H 3.957 2.058 1.336 0.2 0.1 0.2
H 4.873 4.185 2.092 -0.2 0.1 -0.1
H 3.336 4.795 2.640 -0.2 -0.2 0.0
H 4.038 4.012 4.786 -1.0 -0.3 0.0
H 6.524 1.012 3.918 0.0 0.1 0.1
H 5.229 0.557 2.826 0.1 0.0 0.1
H 6.112 2.051 2.544 0.0 0.0 0.1
H 3.513 1.992 5.938 0.0 -0.2 0.2
H 4.195 0.437 5.403 0.1 0.0 0.1
H 5.222 1.650 6.256 -0.1 -0.4 0.1
C 3.304 8.133 0.586 -0.2 -0.2 0.1
C 4.036 8.826 -0.294 0.0 0.2 0.5
C 4.185 8.382 -1.720 -0.1 -0.4 -0.4
O 4.848 9.065 -2.476 0.1 0.2 0.2
C 3.527 7.147 -2.127 0.2 0.2 -0.1
C 2.797 6.453 -1.246 0.0 -0.2 -0.5
C 2.628 6.912 0.172 0.2 0.4 0.4
O 1.938 6.243 0.919 -0.1 -0.2 -0.2
O 2.179 5.318 -1.570 0.0 0.1 0.4
O 4.674 9.946 0.036 0.0 -0.1 -0.4
H 3.189 8.444 1.615 0.0 0.0 0.0
H 3.654 6.828 -3.152 0.0 0.0 0.0
H 1.722 5.020 -0.758 0.0 0.0 -0.1
H 5.124 10.248 -0.778 0.0 0.0 0.1
C 1.546 -7.306 -1.190 0.1 -0.1 -0.2
C 0.415 -6.917 -0.587 0.4 0.1 0.2
C -0.932 -7.170 -1.199 -0.3 -0.2 -0.5
O -1.924 -6.808 -0.594 0.2 0.1 0.2
C -0.984 -7.834 -2.495 -0.1 0.1 0.2
C 0.147 -8.219 -3.098 -0.5 -0.1 -0.2
C 1.492 -7.990 -2.474 0.3 0.2 0.5
O 2.481 -8.380 -3.065 -0.2 -0.1 -0.3
O 0.151 -8.827 -4.283 0.4 0.1 0.2
O 0.412 -6.287 0.583 -0.4 -0.1 -0.2
H 2.521 -7.131 -0.757 0.0 0.0 0.0
H -1.958 -7.995 -2.935 0.0 0.0 0.0
H 1.090 -8.999 -4.491 -0.1 0.0 0.0
H -0.530 -6.118 0.794 0.1 0.2 0.1